1.
ORCA calculation (ωB97M-V with the def2-TZVPD basis set) on a single C5H8N2 molecule.

Computed properties:
- Strongest force on any atom: 0.0673 hartree/bohr
- Frontier orbital gap: 9.9 eV
- DFT total energy: -8292.71803 eV
- Highest occupied orbital energy: -8.8609 eV
- Structure (SMILES): Cc1ccn(C)n1

```
15
C5H8N2, DFT ωB97M-V with the def2-TZVPD basis set
C 2.30 -0.94 0.41
C 0.94 -0.42 0.08
C 0.21 -0.67 -1.11
C -0.83 0.19 -1.04
N -0.78 0.79 0.19
C -2.11 1.14 0.65
N 0.31 0.43 0.88
H 2.54 -1.83 -0.17
H 2.38 -1.19 1.46
H 3.06 -0.20 0.19
H 0.47 -1.32 -1.93
H -1.27 0.77 -1.84
H -2.20 2.18 1.08
H -2.49 0.50 1.42
H -2.52 0.59 -0.28
```

Löwdin population analysis, charges in e, atoms 1 to 5:
1. C -0.047
2. C -0.358
3. C -0.026
4. C -0.147
5. N -0.232

=====

2.
ORCA calculation (ωB97M-V with the def2-TZVPD basis set) on a molecular structure, C21H38B2N2O6PS3W.

Computed properties:
- Strongest force on any atom: 0.0402 hartree/bohr
- Frontier orbital gap (alpha / beta): 6.9 / 6.7 eV
- DFT total energy: -82639.05421 eV
- <S²>: 0.770
- Spin multiplicity: 2
- Highest occupied orbital energy (alpha / beta): -6.7916 / -6.5194 eV

```
74
C21H38B2N2O6PS3W, DFT ωB97M-V with the def2-TZVPD basis set
W -0.31 0.49 0.32
C -0.39 -5.05 2.27
C -1.52 -4.12 2.63
O -0.97 -2.84 3.06
P -1.16 -1.56 2.16
S -0.18 -0.02 2.90
S -0.63 -1.84 0.20
O -2.75 -1.40 2.23
C -3.43 -0.32 1.57
C -3.75 0.80 2.53
H -0.79 -6.02 1.97
H 0.27 -5.20 3.12
H 0.20 -4.65 1.44
H -2.11 -4.48 3.46
H -2.19 -3.96 1.78
H -4.34 -0.76 1.14
H -2.85 0.04 0.71
H -4.18 0.40 3.45
H -4.48 1.48 2.07
H -2.86 1.37 2.78
C 4.79 1.72 -1.64
C 4.03 0.69 -0.83
C 4.82 0.32 0.42
O 2.80 1.30 -0.38
B 1.75 0.34 -0.43
O 2.24 -0.81 -1.06
C 3.54 -0.55 -1.63
C 4.38 -1.80 -1.46
C 3.33 -0.26 -3.11
H 5.06 2.56 -1.01
H 4.20 2.08 -2.48
H 5.72 1.28 -2.03
H 5.03 1.22 0.99
H 5.77 -0.16 0.17
H 4.24 -0.36 1.05
H 4.43 -2.11 -0.42
H 5.40 -1.63 -1.84
H 3.93 -2.61 -2.04
H 2.68 0.60 -3.26
H 2.85 -1.13 -3.58
H 4.28 -0.08 -3.62
N 1.06 3.52 -0.94
C 0.46 3.04 0.16
N 1.18 2.72 1.24
S -1.24 2.84 0.27
H 2.05 3.31 -1.02
H 0.54 3.36 -1.79
H 2.15 2.45 1.12
H 0.69 2.42 2.07
C -2.64 -1.07 -7.77
C -1.10 -1.03 -7.69
C -0.58 -0.34 -8.96
C -0.56 -2.46 -7.67
C -0.68 -0.30 -6.42
C 0.05 0.88 -6.44
C 0.43 1.55 -5.27
C 0.05 1.00 -4.08
O 0.29 1.42 -2.80
B -0.32 0.46 -1.91
O -0.93 -0.52 -2.74
C -0.68 -0.18 -4.04
C -1.05 -0.84 -5.18
H -2.96 -1.59 -8.68
H -3.05 -0.06 -7.78
H -3.07 -1.60 -6.92
H -0.89 -0.91 -9.83
H 0.51 -0.28 -8.96
H -0.99 0.67 -9.06
H -0.85 -2.99 -8.58
H -0.94 -3.03 -6.82
H 0.53 -2.46 -7.61
H 0.34 1.32 -7.38
H 1.00 2.47 -5.31
H -1.62 -1.76 -5.10
```

Löwdin population analysis, charges in e, atoms 1 to 5:
1. W 0.638
2. C -0.074
3. C -0.275
4. O -0.310
5. P -0.068

=====

3.
ORCA calculation (ωB97M-V with the def2-TZVPD basis set) on a gas-phase ion, C43H39O2Si (charge +1).

Computed properties:
- Strongest force on any atom: 0.0604 hartree/bohr
- Frontier orbital gap: 6.1 eV
- DFT total energy: -57191.22930 eV
- Net charge: +1
- Highest occupied orbital energy: -10.3123 eV

```
85
C43H39O2Si, DFT ωB97M-V with the def2-TZVPD basis set
C -1.08 3.63 5.86
C -1.41 2.50 4.93
C -0.61 1.37 4.91
C -0.89 0.33 4.03
C -2.10 0.30 3.35
C -2.66 -0.89 2.57
C -2.61 -0.61 1.05
C -1.93 0.48 0.48
C -2.14 0.86 -0.84
C -3.00 0.10 -1.64
O -3.38 0.40 -2.93
C -2.75 1.40 -3.68
C -2.36 1.00 -4.97
C -1.78 1.94 -5.82
C -1.67 3.28 -5.42
C -2.13 3.68 -4.16
C -2.66 2.74 -3.27
C -3.58 -1.07 -1.12
C -3.37 -1.43 0.20
C -2.88 1.47 3.31
C -2.52 2.57 4.07
H -1.38 4.59 5.42
H -1.59 3.54 6.83
H -0.01 3.63 6.06
H 0.23 1.30 5.59
H -0.14 -0.45 3.92
H -3.74 -0.86 2.80
H -1.22 1.05 1.08
H -1.65 1.75 -1.23
H -2.52 -0.04 -5.25
H -1.44 1.61 -6.80
H -1.22 4.01 -6.09
H -2.08 4.72 -3.86
H -3.01 3.03 -2.27
H -4.19 -1.66 -1.79
H -3.81 -2.35 0.57
H -3.76 1.50 2.68
H -3.11 3.48 4.04
C -0.50 -4.99 9.28
C -1.30 -3.88 9.52
C -2.32 -3.53 8.62
C -2.54 -4.29 7.47
Si -3.91 -3.88 6.28
C -4.87 -5.48 6.19
C -4.94 -6.28 7.34
C -5.73 -7.44 7.36
C -6.45 -7.80 6.22
C -6.36 -7.02 5.06
C -5.57 -5.87 5.04
C -4.98 -2.54 7.01
C -5.87 -2.91 8.03
C -6.69 -1.95 8.64
C -6.64 -0.62 8.21
C -5.76 -0.25 7.18
C -4.93 -1.21 6.58
O -3.43 -3.27 4.74
C -2.40 -2.55 4.40
C -2.19 -2.23 2.94
C -0.67 -2.53 2.83
C -0.09 -2.72 4.25
C -1.21 -2.41 5.25
C -1.74 -5.43 7.24
C -0.72 -5.77 8.13
H 0.30 -5.26 9.98
H -1.15 -3.27 10.42
H -2.95 -2.66 8.82
H -4.36 -6.02 8.23
H -5.78 -8.04 8.27
H -7.08 -8.70 6.24
H -6.91 -7.32 4.17
H -5.50 -5.26 4.14
H -5.93 -3.95 8.35
H -7.36 -2.25 9.44
H -7.28 0.13 8.68
H -5.72 0.78 6.84
H -4.25 -0.91 5.78
H -2.73 -2.95 2.32
H -0.57 -3.48 2.30
H -0.16 -1.75 2.26
H 0.17 -3.78 4.37
H 0.82 -2.15 4.45
H -1.16 -1.37 5.61
H -1.17 -3.05 6.13
H -1.92 -6.05 6.35
H -0.10 -6.65 7.94
```

Löwdin population analysis, charges in e, atoms 1 to 5:
1. C -0.049
2. C -0.278
3. C -0.026
4. C -0.047
5. C -0.191

=====

4.
ORCA calculation (ωB97M-V with the def2-TZVPD basis set) on 2 unconnected molecules or ions with the total composition C29H24F5N3O4S.

Computed properties:
- Strongest force on any atom: 0.0494 hartree/bohr
- Frontier orbital gap: 5.6 eV
- DFT total energy: -67542.93590 eV
- Highest occupied orbital energy: -7.8805 eV

```
66
C29H24F5N3O4S, DFT ωB97M-V with the def2-TZVPD basis set
C -0.14 4.56 3.34
N -0.43 3.28 2.75
C -1.67 2.70 2.78
O -2.64 3.12 3.41
C -1.58 1.40 1.96
C -2.35 1.47 0.65
C -3.82 1.71 0.88
C -4.37 2.99 0.82
F -3.56 4.04 0.52
C -5.70 3.25 1.14
F -6.19 4.51 1.12
C -6.53 2.18 1.51
F -7.82 2.41 1.83
C -6.02 0.89 1.56
F -6.81 -0.13 1.95
C -4.67 0.67 1.28
F -4.16 -0.58 1.46
N -0.13 1.25 1.81
C 0.37 0.17 1.17
C 1.72 -0.01 0.93
C 2.27 -1.07 0.22
C 3.69 -1.27 0.12
C 4.19 -2.46 -0.46
C 5.56 -2.68 -0.61
C 6.47 -1.69 -0.21
C 6.01 -0.50 0.38
C 4.64 -0.31 0.58
C 0.65 2.43 2.25
C 1.38 3.14 1.10
C 1.67 2.14 3.37
H -1.07 5.05 3.64
H 0.50 4.44 4.22
H 0.38 5.18 2.61
H -2.00 0.58 2.56
H -1.96 2.29 0.03
H -2.21 0.52 0.12
H -0.33 -0.60 0.85
H 2.38 0.76 1.33
H 1.61 -1.76 -0.32
H 3.46 -3.20 -0.78
H 5.91 -3.61 -1.03
H 7.54 -1.84 -0.36
H 6.72 0.26 0.70
H 4.31 0.60 1.08
H 0.67 3.51 0.35
H 1.95 3.99 1.51
H 2.09 2.47 0.60
H 1.16 1.78 4.28
H 2.41 1.40 3.07
H 2.20 3.08 3.60
C -1.59 -5.49 -5.15
C -1.35 -5.29 -3.79
C -0.53 -4.22 -3.39
C 0.00 -3.41 -4.37
C -0.22 -3.57 -5.74
C -1.03 -4.64 -6.13
S 1.01 -2.12 -3.69
O 2.37 -2.31 -4.13
O 0.37 -0.86 -3.98
N 0.75 -2.65 -2.17
C -0.08 -3.75 -2.02
O -0.40 -4.25 -0.94
H -2.22 -6.32 -5.48
H -1.79 -5.94 -3.04
H 0.22 -2.88 -6.46
H -1.23 -4.81 -7.19
```

Löwdin population analysis, charges in e, atoms 1 to 5:
1. C -0.003
2. N -0.033
3. C -0.363
4. O 0.097
5. C -0.142

=====

5.
ORCA calculation (ωB97M-V with the def2-TZVPD basis set) on 2 unconnected molecules or ions with the total composition C5H10O2.

Computed properties:
- Strongest force on any atom: 0.0211 hartree/bohr
- Frontier orbital gap: 9.4 eV
- DFT total energy: -9440.92177 eV
- Highest occupied orbital energy: -8.7398 eV
- Structure (SMILES): C=C(O)/C=C/C.O

```
17
C5H10O2, DFT ωB97M-V with the def2-TZVPD basis set
C -2.18 -1.13 -0.93
C -0.89 -0.84 -0.87
O -0.12 -0.67 -1.99
C -0.11 -0.63 0.35
C 1.19 -0.43 0.47
C 1.82 -0.07 1.79
H -2.74 -1.34 -1.84
H -2.81 -1.23 -0.07
H -0.62 -0.84 -2.80
H -0.70 -0.51 1.23
H 1.89 -0.46 -0.35
H 1.78 1.00 1.97
H 1.31 -0.57 2.61
H 2.86 -0.36 1.87
O -0.44 3.03 -0.37
H 0.09 2.43 0.17
H -0.33 2.62 -1.24
```

Löwdin population analysis, charges in e, atoms 1 to 5:
1. C 0.057
2. C -0.415
3. O 0.025
4. C -0.079
5. C -0.134

=====

6.
ORCA calculation (ωB97M-V with the def2-TZVPD basis set) on a single C6H10F5N2PSi molecule.

Computed properties:
- Strongest force on any atom: 0.0833 hartree/bohr
- Frontier orbital gap: 8.1 eV
- DFT total energy: -40115.75261 eV
- Highest occupied orbital energy: -8.3575 eV
- Structure (SMILES): C[Si](C)(C)N(C=C(F)F)/N=P/C(F)(F)F

```
25
C6H10F5N2PSi, DFT ωB97M-V with the def2-TZVPD basis set
C -1.09 -0.40 -1.66
Si -0.17 -0.01 -0.04
C -0.04 -1.71 0.96
C 1.45 1.04 0.17
N -1.48 0.88 0.92
C -2.40 1.62 0.16
C -2.11 2.29 -0.97
F -3.12 2.73 -1.78
F -0.90 2.58 -1.51
N -1.79 0.36 2.05
P -2.47 -0.02 3.39
C -0.86 -0.54 4.41
F -0.17 -1.59 3.99
F 0.00 0.48 4.44
F -1.19 -0.86 5.68
H -1.54 0.53 -2.14
H -0.54 -0.88 -2.43
H -1.80 -1.15 -1.36
H -0.55 -2.42 0.34
H 1.02 -2.05 0.97
H -0.29 -1.55 1.94
H 1.06 2.06 0.15
H 1.98 0.67 1.10
H 2.32 0.89 -0.48
H -3.42 1.32 0.25
```

Löwdin population analysis, charges in e, atoms 1 to 5:
1. C -0.152
2. Si 0.668
3. C -0.140
4. C -0.171
5. N -0.215

=====

7.
ORCA calculation (ωB97M-V with the def2-TZVPD basis set) on a molecular structure, C30H31AsN3OPtS.

Computed properties:
- Strongest force on any atom: 0.0101 hartree/bohr
- Frontier orbital gap (alpha / beta): 7.5 / 6.9 eV
- DFT total energy: -113045.08056 eV
- <S²>: 2.008
- Net charge: +1
- Spin multiplicity: 3
- Highest occupied orbital energy (alpha / beta): -10.0568 / -10.6385 eV

```
68
C30H31AsN3OPtS, DFT ωB97M-V with the def2-TZVPD basis set
Pt -0.69 0.64 0.82
C -2.85 4.31 -2.48
N -3.39 2.98 -2.20
C -4.59 2.50 -2.66
C -4.72 1.25 -2.21
N -3.58 0.95 -1.46
C -2.74 2.04 -1.47
S -1.20 2.37 -0.85
C -3.44 -0.31 -0.79
C -4.56 -1.11 -0.63
C -4.40 -2.36 -0.07
C -3.15 -2.79 0.32
C -2.10 -1.91 0.16
N -2.24 -0.69 -0.38
H -3.57 4.83 -3.10
H -1.90 4.23 -3.00
H -2.70 4.85 -1.55
H -5.25 3.08 -3.28
H -5.50 0.54 -2.40
H -5.54 -0.78 -0.92
H -5.27 -3.00 0.07
H -2.98 -3.76 0.77
H -1.10 -2.19 0.47
C 1.92 -0.74 -4.69
C 3.03 -0.83 -3.85
C 2.88 -0.65 -2.49
C 1.61 -0.40 -1.96
C 0.51 -0.31 -2.79
C 0.66 -0.49 -4.16
As 1.41 -0.17 -0.05
C 2.98 0.84 0.41
C 4.10 0.27 1.01
C 5.21 1.06 1.27
C 5.21 2.40 0.93
C 4.10 2.97 0.33
C 2.98 2.20 0.07
C 1.74 -1.93 0.67
C 1.96 -3.04 -0.13
C 2.14 -4.29 0.45
C 2.10 -4.43 1.83
C 1.88 -3.32 2.64
C 1.69 -2.07 2.06
H 2.04 -0.88 -5.76
H 4.01 -1.02 -4.27
H 3.74 -0.71 -1.84
H -0.47 -0.11 -2.37
H -0.20 -0.42 -4.81
H 4.10 -0.78 1.26
H 6.08 0.61 1.74
H 6.08 3.01 1.14
H 4.10 4.02 0.07
H 2.11 2.64 -0.39
H 2.00 -2.93 -1.21
H 2.32 -5.15 -0.18
H 2.25 -5.40 2.28
H 1.84 -3.43 3.71
H 1.49 -1.21 2.69
C -1.35 -0.21 4.65
C -1.61 0.86 3.60
C -0.46 1.85 3.52
O -1.86 0.21 2.36
H -1.28 0.23 5.64
H -0.41 -0.72 4.43
H -2.15 -0.95 4.64
H -2.51 1.41 3.88
H 0.47 1.34 3.24
H -0.29 2.33 4.49
H -0.67 2.65 2.80
```

Löwdin population analysis, charges in e, atoms 1 to 5:
1. Pt 0.784
2. C -0.029
3. N -0.125
4. C -0.019
5. C -0.021

=====

8.
ORCA calculation (ωB97M-V with the def2-TZVPD basis set) on 2 unconnected molecules or ions with the total composition C3H6NO3.

Computed properties:
- Strongest force on any atom: 0.0626 hartree/bohr
- Frontier orbital gap (alpha / beta): 10.1 / 4.8 eV
- DFT total energy: -10838.78446 eV
- <S²>: 0.756
- Spin multiplicity: 2
- Highest occupied orbital energy (alpha / beta): -9.5139 / -9.4925 eV

```
13
C3H6NO3, DFT ωB97M-V with the def2-TZVPD basis set
C 0.92 -0.35 -1.55
C 0.81 -1.35 -0.42
N 0.30 -0.88 0.73
O 1.12 -2.52 -0.56
H -0.07 -0.24 -2.00
H 1.61 -0.71 -2.31
H 1.25 0.62 -1.19
H 0.26 -1.58 1.46
H -0.11 0.03 0.96
O -0.40 1.67 1.54
C -1.24 2.00 0.69
O -1.67 1.39 -0.31
H -1.66 3.01 0.90
```

Löwdin population analysis, charges in e, atoms 1 to 5:
1. C -0.012
2. C -0.611
3. N 0.164
4. O 0.036
5. H 0.076

=====

9.
ORCA calculation (ωB97M-V with the def2-TZVPD basis set) on a gas-phase ion, C43H47N4O2 (charge +1).

Computed properties:
- Strongest force on any atom: 0.0647 hartree/bohr
- Frontier orbital gap: 5.7 eV
- DFT total energy: -55402.18231 eV
- Net charge: +1
- Highest occupied orbital energy: -9.5716 eV

```
96
C43H47N4O2, DFT ωB97M-V with the def2-TZVPD basis set
C -0.64 1.10 8.04
O -0.30 -0.20 7.50
C 0.40 -0.24 6.34
C 0.46 -1.49 5.69
C 0.61 -1.51 4.33
C 0.71 -0.31 3.59
C 0.42 -0.35 2.07
C 0.88 0.95 1.35
N 2.01 0.94 0.64
C 3.01 -0.14 0.72
C 4.19 0.36 -0.12
C 3.66 1.50 -1.00
C 2.39 2.01 -0.31
C 0.15 2.21 1.50
C -1.25 2.33 1.41
C -1.90 3.44 1.96
C -1.17 4.57 2.33
C 0.23 4.56 2.22
C 0.88 3.38 1.86
C 1.04 0.85 4.29
C 0.87 0.92 5.67
H -1.19 0.85 8.95
H 0.26 1.68 8.26
H -1.29 1.65 7.34
H 0.21 -2.38 6.27
H 0.57 -2.47 3.80
H 1.10 -1.14 1.72
H 3.29 -0.34 1.76
H 2.60 -1.07 0.28
H 4.97 0.72 0.55
H 4.62 -0.46 -0.71
H 4.40 2.31 -1.09
H 3.44 1.15 -2.01
H 1.59 2.25 -1.03
H 2.64 2.96 0.19
H -1.84 1.59 0.87
H -2.99 3.41 2.07
H -1.68 5.46 2.69
H 0.82 5.46 2.43
H 1.97 3.36 1.90
H 1.37 1.74 3.77
H 0.98 1.87 6.20
C -2.10 -3.40 -4.69
N -1.27 -2.66 -3.77
C -0.25 -1.87 -4.23
O 0.07 -1.73 -5.41
C 0.41 -1.22 -3.00
C 0.55 0.30 -3.13
C 1.47 0.67 -4.23
C 2.82 0.34 -4.35
N 3.28 0.77 -5.57
C 2.25 1.41 -6.26
C 2.22 1.93 -7.55
C 1.00 2.42 -8.02
C -0.16 2.36 -7.23
C -0.13 1.83 -5.93
C 1.09 1.37 -5.44
N -0.47 -1.65 -1.92
C -0.25 -1.22 -0.64
C -1.04 -1.50 0.43
C -0.95 -0.76 1.72
C -1.88 -1.35 2.83
C -2.37 -0.49 3.82
C -3.24 -0.98 4.80
C -3.71 -2.29 4.73
C -3.25 -3.14 3.73
C -2.29 -2.68 2.80
C -1.57 -2.53 -2.35
C -2.93 -1.85 -2.12
C -1.55 -3.90 -1.67
H -1.59 -3.46 -5.65
H -2.27 -4.41 -4.30
H -3.07 -2.91 -4.83
H 1.41 -1.68 -2.88
H -0.45 0.74 -3.33
H 0.90 0.72 -2.17
H 3.44 -0.22 -3.65
H 4.22 0.64 -5.93
H 3.14 1.94 -8.14
H 0.94 2.85 -9.02
H -1.11 2.73 -7.63
H -1.01 1.76 -5.29
H 0.63 -0.58 -0.54
H -1.88 -2.18 0.30
H -1.52 0.15 1.52
H -2.06 0.55 3.85
H -3.56 -0.32 5.62
H -4.45 -2.66 5.45
H -3.60 -4.17 3.64
H -1.87 -3.37 2.06
H -3.02 -0.97 -2.78
H -3.73 -2.57 -2.36
H -3.04 -1.52 -1.09
H -0.71 -4.50 -2.05
H -1.46 -3.81 -0.58
H -2.50 -4.42 -1.90
```

Löwdin population analysis, charges in e, atoms 1 to 5:
1. C -0.054
2. O -0.084
3. C -0.268
4. C 0.017
5. C -0.034